A structure of composition C42H36ClN6O6PS4Zr. Source: the Open Molecules 2025 dataset; level of theory: wB97M-V/def2-TZVPD.

Structure (XYZ):
```
97
Properties=species:S:1:pos:R:3:forces:R:3:lowdin_charge:R:1
Zr 0.188 -0.126 -0.039 0.1 0.2 0.1 1.804
O 2.560 -0.264 -5.579 0.0 0.1 -0.1 0.160
C 1.534 -1.100 -5.587 0.2 -0.2 0.1 -0.492
O 1.363 -1.908 -6.455 -0.1 0.1 -0.1 0.117
C 0.621 -1.086 -4.395 0.0 0.0 0.0 -0.033
C -0.530 -1.857 -4.274 0.0 0.0 0.0 -0.564
Cl -1.274 -2.866 -5.395 0.0 0.0 0.0 0.910
N -1.027 -1.687 -3.027 0.0 0.0 0.0 -0.029
N -0.233 -0.859 -2.316 -0.1 -0.1 0.1 0.025
C 0.736 -0.473 -3.146 -0.1 0.0 0.0 -0.152
C 1.614 0.609 -2.614 -0.1 0.0 -0.1 -0.560
O 2.520 1.097 -3.240 0.0 0.0 0.0 0.132
O 1.238 0.974 -1.407 0.2 -0.2 0.1 -0.228
C -2.306 -2.100 -2.520 0.0 0.0 0.0 -0.208
C -3.459 -1.815 -3.236 0.0 0.0 0.0 -0.028
C -4.680 -2.233 -2.727 0.0 0.0 0.0 -0.044
C -4.745 -2.912 -1.518 0.0 0.0 0.0 -0.050
C -3.585 -3.159 -0.797 0.0 0.0 0.0 -0.055
C -2.362 -2.747 -1.301 0.0 0.0 0.1 -0.049
H 2.598 0.313 -4.785 0.0 0.0 0.0 0.075
H -3.408 -1.285 -4.177 0.0 0.0 0.0 0.118
H -5.585 -2.029 -3.284 0.0 0.0 0.0 0.123
H -5.701 -3.249 -1.139 0.0 0.0 0.0 0.120
H -3.632 -3.682 0.150 0.0 0.0 0.0 0.116
H -1.443 -2.945 -0.771 0.0 0.0 0.0 0.042
C -1.635 2.029 -2.533 0.0 0.0 0.0 -0.037
C -2.455 1.331 -1.501 0.0 0.0 0.0 -0.597
N -1.990 0.566 -0.530 0.1 0.1 0.0 -0.046
C -3.005 0.100 0.286 0.0 0.0 0.0 -0.337
C -4.246 0.483 -0.097 0.0 0.0 0.0 -0.290
S -4.145 1.484 -1.472 0.0 0.0 0.0 1.182
C -2.634 -0.626 1.498 0.0 0.0 0.0 -0.335
C -3.461 -0.945 2.523 0.0 0.0 0.0 -0.293
S -2.550 -1.501 3.847 0.0 0.0 0.0 1.183
C -1.103 -1.311 2.972 0.0 0.0 0.0 -0.605
N -1.290 -0.882 1.736 0.0 0.0 0.0 -0.026
C 0.205 -1.534 3.653 0.0 0.1 0.0 -0.052
H -0.738 2.454 -2.084 0.0 0.0 0.0 0.092
H -2.207 2.832 -2.992 0.0 0.0 0.0 0.094
H -1.338 1.335 -3.322 0.0 0.0 0.0 0.086
H -5.189 0.263 0.375 0.0 0.0 0.0 0.099
H -4.528 -0.813 2.583 0.0 0.0 0.0 0.097
H 0.055 -1.610 4.729 0.0 0.0 0.0 0.094
H 0.873 -0.692 3.468 0.0 0.0 0.0 0.069
H 0.692 -2.448 3.329 0.1 -0.1 0.0 0.051
O -1.952 2.888 2.357 0.0 0.0 0.0 0.068
C -0.990 3.197 3.262 0.1 0.0 0.0 -0.245
C -1.361 4.054 4.295 0.0 0.0 0.0 0.002
C -0.448 4.414 5.263 0.0 0.0 0.0 -0.045
C 0.860 3.927 5.228 0.0 0.0 0.0 -0.065
C 1.232 3.075 4.216 0.0 0.0 0.0 -0.018
C 0.321 2.691 3.218 0.0 0.0 0.0 -0.083
C 0.759 1.738 2.200 -0.1 -0.1 0.0 -0.375
O -0.045 1.508 1.154 0.0 0.0 -0.1 -0.255
N 1.868 1.088 2.305 -0.1 -0.1 0.1 0.032
N 2.055 0.261 1.178 0.0 0.1 -0.1 -0.229
C 3.318 0.165 0.867 0.0 0.0 0.0 -0.912
S 4.558 0.761 1.905 0.0 0.0 0.0 1.033
C 5.915 0.417 0.744 0.0 0.0 0.0 -0.464
C 5.534 -0.773 -0.116 0.0 0.0 0.0 -0.444
S 3.826 -0.485 -0.650 0.0 -0.2 0.0 1.009
H -1.530 2.390 1.642 0.0 0.0 0.0 0.059
H -2.374 4.432 4.307 0.0 0.0 0.0 0.127
H -0.751 5.087 6.054 0.0 0.0 0.0 0.117
H 1.573 4.222 5.984 0.0 0.0 0.0 0.112
H 2.241 2.689 4.167 0.0 0.0 0.0 0.113
H 6.804 0.208 1.337 0.0 0.0 0.0 0.094
H 6.088 1.307 0.141 0.0 0.0 0.0 0.091
H 5.572 -1.713 0.434 0.0 0.0 0.0 0.073
H 6.150 -0.840 -1.011 0.0 0.0 0.0 0.098
C -0.037 -4.110 1.158 0.0 0.0 0.0 -0.224
P 1.062 -3.037 0.154 0.0 0.1 0.0 0.976
C 2.675 -3.528 0.855 0.0 0.0 0.0 -0.376
C 3.330 -4.657 0.362 0.0 0.0 0.0 -0.068
C 4.497 -5.107 0.964 0.0 0.0 0.0 -0.047
C 5.012 -4.448 2.071 0.0 0.0 0.0 -0.055
C 4.363 -3.327 2.570 0.0 0.0 0.0 -0.067
C 3.204 -2.866 1.962 0.0 0.0 0.0 -0.131
C 1.027 -3.849 -1.477 0.0 0.0 0.0 -0.410
C 0.093 -4.839 -1.783 0.0 0.0 0.0 -0.100
C 0.124 -5.478 -3.016 0.0 0.0 0.0 -0.054
C 1.093 -5.146 -3.950 0.0 0.0 0.0 -0.059
C 2.032 -4.167 -3.653 0.0 0.0 0.0 -0.054
C 1.992 -3.517 -2.429 0.0 0.0 0.0 -0.115
H 0.247 -5.149 0.990 0.0 0.0 0.0 0.072
H -1.096 -3.987 0.942 0.0 0.0 0.0 0.033
H 0.124 -3.894 2.208 0.0 0.0 0.1 0.031
H 2.935 -5.193 -0.491 0.0 0.0 0.0 0.110
H 4.995 -5.985 0.574 0.0 0.0 0.0 0.118
H 5.915 -4.809 2.546 0.0 0.0 0.0 0.118
H 4.758 -2.807 3.433 0.0 0.0 0.0 0.117
H 2.722 -1.984 2.356 -0.1 0.1 0.0 0.071
H -0.658 -5.137 -1.064 0.0 0.0 0.0 0.097
H -0.604 -6.247 -3.237 0.0 0.0 0.0 0.119
H 1.123 -5.649 -4.907 0.0 0.0 0.0 0.122
H 2.794 -3.912 -4.378 0.0 0.0 0.0 0.124
H 2.743 -2.773 -2.202 0.1 0.1 0.0 0.083
```
Positions in Å, forces in eV/Å.

Summary:
ΔE to the lowest compared entry with this formula, charge and spin (kcal per mole): 15.6
HOMO-LUMO gap (eV): 6.5
2S+1: 1
Net charge: +2